Entry 1:
ORCA calculation (the ωB97M-V functional and the def2-TZVPD basis) on a structure of composition C40H61AsBClI2KN7O.

## Properties
ΔE to the lowest compared entry with this formula, charge and spin: 2.33 kcal/mol
Total charge: -2
Orbital gap: 4.5 eV
DFT total energy: -161517.734 eV
HOMO energy: -0.87 eV
Spin multiplicity: 1

Last column: Mulliken charge in e.
Atoms and positions in Å:
K  -0.3729  0.1324  -0.0905  1.268
C  1.7488  -5.1471  2.2400  -1.410
C  0.7754  -4.4014  1.3870  0.564
C  -0.2305  -4.9208  0.5999  -0.885
C  -0.8473  -3.7949  0.0295  -0.797
N  -0.2587  -2.6804  0.4374  0.780
N  0.7421  -3.0576  1.2766  0.052
B  1.6314  -2.0591  2.0831  -1.713
N  0.7809  -1.1687  3.0153  0.270
N  -0.2198  -0.3536  2.5815  0.805
C  -0.7559  0.1956  3.6618  -0.860
C  -0.1023  -0.2533  4.8212  -1.109
C  0.8703  -1.1113  4.3638  0.693
C  1.8882  -1.8546  5.1636  -1.386
C  -1.9029  1.1762  3.5259  2.722
C  -1.3848  2.4723  2.9051  -0.709
C  -3.0064  0.5797  2.6453  -1.382
C  -2.4763  1.4861  4.9072  -2.590
N  2.6655  -1.2908  1.2124  -0.255
N  2.3588  -0.3621  0.2559  1.379
C  3.5138  0.1107  -0.1827  -0.529
C  4.5918  -0.5151  0.4654  -1.163
C  4.0096  -1.3920  1.3453  0.428
C  4.6984  -2.2906  2.3202  -1.159
C  3.6323  1.2244  -1.1950  3.227
C  4.3651  2.3977  -0.5282  -1.801
C  2.2684  1.6996  -1.6838  0.358
C  4.4362  0.7284  -2.4039  -2.082
C  -2.0263  -3.7366  -0.9163  2.890
C  -1.5353  -3.3677  -2.3161  -1.539
C  -3.0395  -2.6894  -0.4469  -1.708
C  -2.7099  -5.1020  -0.9746  -2.554
H  1.5640  -6.2171  2.1289  0.378
H  2.7822  -4.9497  1.9533  0.126
H  1.6561  -4.8896  3.2955  0.171
H  -0.4784  -5.9621  0.4782  0.454
H  2.2906  -2.7465  2.8088  -0.258
H  -0.2760  0.0351  5.8437  0.420
H  1.7257  -1.6403  6.2209  0.412
H  1.8297  -2.9344  5.0169  0.130
H  2.9036  -1.5450  4.9138  0.114
H  -0.9735  2.2848  1.9165  -0.173
H  -2.1995  3.1967  2.8029  0.474
H  -0.5885  2.9114  3.5085  0.025
H  -2.6493  0.3374  1.6448  0.085
H  -3.3995  -0.3431  3.0803  0.458
H  -3.8288  1.2923  2.5311  0.371
H  -1.7270  1.9644  5.5409  0.423
H  -3.3251  2.1687  4.8126  0.477
H  -2.8230  0.5757  5.4034  0.448
H  5.6462  -0.3292  0.3423  0.422
H  5.7768  -2.1838  2.1902  0.409
H  4.4550  -2.0385  3.3516  0.123
H  4.4390  -3.3394  2.1747  0.101
H  3.8826  2.7059  0.4045  0.198
H  5.3974  2.1220  -0.2969  0.415
H  4.3922  3.2509  -1.2137  0.437
H  1.6050  1.9236  -0.8551  -1.069
H  2.3840  2.6121  -2.2737  0.710
H  1.7861  0.9417  -2.3018  -1.075
H  5.4461  0.4324  -2.1107  0.395
H  3.9552  -0.1310  -2.8744  0.262
H  4.5206  1.5269  -3.1485  0.452
H  -1.0797  -2.3765  -2.3146  0.042
H  -0.7837  -4.0806  -2.6674  0.499
H  -2.3679  -3.3572  -3.0248  0.414
H  -2.6214  -1.6840  -0.4242  0.346
H  -3.8956  -2.6636  -1.1272  0.422
H  -3.4008  -2.9161  0.5587  0.408
H  -2.0340  -5.8734  -1.3517  0.393
H  -3.0587  -5.4097  0.0134  0.474
H  -3.5736  -5.0540  -1.6430  0.457
Cl  -4.9360  5.9155  0.5814  -0.344
C  -4.1436  4.4299  0.0780  0.615
C  -4.8957  3.3310  -0.2015  -0.517
C  -4.2942  2.1320  -0.6065  0.106
I  -5.5037  0.4720  -0.9178  -0.095
C  -2.9016  1.9679  -0.7650  -0.863
O  -2.3437  0.8986  -1.1163  0.334
C  -2.1070  3.1778  -0.4371  -0.659
N  -0.7531  3.0514  -0.4927  0.885
C  0.0013  4.0517  -0.1162  0.147
C  -0.5283  5.2850  0.3213  -1.074
C  -1.8781  5.4415  0.3551  -1.094
C  -2.7290  4.3712  -0.0115  0.167
H  -5.9723  3.3831  -0.1005  0.392
H  1.0750  3.8935  -0.1109  0.012
H  0.1435  6.0673  0.6480  0.469
H  -2.3200  6.3674  0.7008  0.375
C  -3.2988  -0.6677  -4.0281  -0.916
C  -1.9091  -0.7756  -4.6431  -1.022
As  -0.5622  0.2366  -3.6226  1.446
C  0.9721  -0.3138  -4.7337  -1.003
C  1.6256  -1.5719  -4.1730  -0.916
C  -0.9334  1.9542  -4.5133  -1.023
C  -0.0390  3.0996  -4.0612  -0.929
H  -4.0235  -1.2897  -4.5626  0.381
H  -3.6710  0.3583  -4.0451  0.365
H  -3.2982  -0.9617  -2.9786  -0.078
H  -1.8891  -0.4012  -5.6718  0.556
H  -1.5641  -1.8117  -4.6679  0.477
H  1.6792  0.5191  -4.7576  0.430
H  0.6182  -0.4760  -5.7568  0.535
H  1.9237  -1.4486  -3.1290  -0.012
H  2.5171  -1.8535  -4.7404  0.352
H  0.9374  -2.4206  -4.2014  0.359
H  -1.9811  2.1776  -4.2994  0.430
H  -0.8478  1.7772  -5.5907  0.516
H  -0.0723  3.2300  -2.9787  -0.031
H  -0.3449  4.0420  -4.5236  0.448
H  1.0045  2.9238  -4.3336  0.271
I  2.2170  3.9855  4.4210  -0.462
C  2.7317  2.8007  2.5843  -0.752
H  3.1200  1.9026  3.0948  0.273
H  1.7124  2.4769  2.2890  -0.127

***

Entry 2:
ORCA calculation (the ωB97M-V functional and the def2-TZVPD basis) on a cluster of 7 separate species, C40H61B2Cl12F9IN2O2PS2 in total.

## Properties
Orbital gap: 7.6 eV
DFT total energy: -264687.974 eV
SMILES: C=Cc1cc2c(cc1CCC(F)(F)C(F)(F)S(F)(F)(F)(F)F)N(B(O)N(C)C)c1c(c([C@H](I)CC)cc(P(CC)CC)c1B(C)O)S2.ClCCCl.ClCCCl.ClCCCl.ClCCCl.ClCCCl.ClCCCl
HOMO energy: -7.46 eV
Spin multiplicity: 1

Last column: Mulliken charge in e.
Atoms and positions in Å:
C  0.2345  -6.2369  -3.2285  -0.898
C  0.8632  -5.0687  -3.1875  -1.095
C  0.9170  -4.1751  -2.0063  1.810
C  2.1733  -3.9137  -1.4563  -0.745
C  2.3113  -3.1002  -0.3432  1.035
C  1.1871  -2.5427  0.2552  -1.443
C  -0.0602  -2.7905  -0.2940  -1.232
C  -0.2151  -3.5873  -1.4256  0.512
C  -1.6069  -3.7572  -1.9806  -1.506
C  -1.9269  -2.8329  -3.1677  -1.263
C  -1.9533  -1.3623  -2.7740  0.983
F  -0.6853  -0.8986  -2.7104  -0.270
F  -2.5519  -1.2047  -1.5715  -0.217
C  -2.6859  -0.5192  -3.8683  0.774
F  -3.7524  -1.1685  -4.3468  -0.298
F  -1.8240  -0.3752  -4.8885  -0.369
S  -3.2701  1.2296  -3.3574  1.380
F  -4.3669  1.2161  -4.5046  -0.333
F  -4.2989  0.5677  -2.3530  -0.306
F  -2.1598  1.3135  -2.2405  -0.258
F  -2.2744  1.9381  -4.3716  -0.322
F  -3.7895  2.6501  -2.9149  -0.315
N  1.3219  -1.7188  1.4134  0.629
B  1.3693  -2.4254  2.6793  0.486
O  2.4070  -2.1447  3.5647  -0.566
N  0.3321  -3.4188  2.9827  -0.124
C  0.0462  -3.4449  4.4206  -1.076
C  0.8414  -4.7520  2.5767  -0.985
C  2.3291  -0.7017  1.2372  -0.345
C  3.5956  -1.0219  0.7595  0.058
C  4.5670  -0.0272  0.5978  0.601
C  5.9118  -0.4206  0.0225  -1.203
I  7.4644  1.0251  0.3158  0.043
C  5.8315  -0.7132  -1.4872  0.316
C  5.2561  0.4496  -2.3104  -1.249
C  4.2120  1.2733  0.9493  -0.269
C  2.9411  1.6070  1.4162  0.193
P  2.6425  3.3894  1.7250  -0.621
C  1.0583  3.8246  0.8777  0.111
C  -0.1907  4.0521  1.7541  -0.255
C  2.4329  3.7274  3.5172  -0.315
C  2.4511  5.2642  3.6925  -1.239
C  1.9721  0.6020  1.5577  -0.406
B  0.4890  0.8071  2.0431  1.091
C  0.1470  1.0469  3.5701  -1.040
O  -0.4909  0.7468  1.0914  -0.115
S  3.8868  -2.7358  0.3758  -0.347
H  0.3898  -6.8923  -4.0738  0.306
H  -0.4530  -6.5643  -2.4613  0.317
H  1.3909  -4.7396  -4.0763  0.410
H  3.0476  -4.3595  -1.9134  0.610
H  -0.9205  -2.3304  0.1708  0.494
H  -2.3483  -3.6472  -1.1932  0.411
H  -1.7223  -4.7643  -2.3717  0.599
H  -1.1400  -2.9573  -3.9098  0.363
H  -2.8872  -3.1446  -3.5674  0.546
H  2.1612  -1.6024  4.3199  0.350
H  0.8992  -3.8123  5.0049  0.345
H  -0.2114  -2.4502  4.7823  0.310
H  -0.7810  -4.1263  4.6135  0.347
H  0.5390  -4.9937  1.5600  0.117
H  0.4051  -5.5060  3.2314  0.464
H  1.9269  -4.8384  2.6959  0.256
H  6.2448  -1.3157  0.5437  0.479
H  5.2664  -1.6253  -1.6428  -0.263
H  6.8549  -0.8710  -1.8158  0.597
H  4.5177  0.0925  -3.0256  0.335
H  6.0355  0.9519  -2.8787  0.373
H  4.7824  1.2065  -1.6877  0.292
H  4.9245  2.0763  0.8224  0.256
H  1.2002  4.6759  0.2195  -0.046
H  0.8342  2.9792  0.2226  0.175
H  -0.7940  4.8358  1.2973  0.497
H  0.0334  4.3833  2.7636  0.066
H  -0.8250  3.1705  1.7638  -0.262
H  1.5018  3.3581  3.9434  0.113
H  3.2860  3.2857  4.0256  0.537
H  2.2341  5.7694  2.7505  0.320
H  1.6832  5.5785  4.3969  0.304
H  3.4221  5.6144  4.0304  0.363
H  -0.4901  1.9241  3.6885  0.247
H  -0.3884  0.1885  3.9884  0.200
H  1.0532  1.2249  4.1469  0.402
H  -1.3083  0.3309  1.3939  -0.435
Cl  0.4183  6.3246  -1.3225  -0.148
C  -0.1359  6.3394  -3.0161  -0.493
C  0.1828  5.0441  -3.7148  -0.244
Cl  1.9345  4.8199  -3.9540  -0.184
H  0.3280  7.1871  -3.5133  0.348
H  -1.2143  6.4889  -2.9984  0.309
H  -0.2793  5.0390  -4.7006  0.341
H  -0.1862  4.1931  -3.1513  0.076
Cl  -2.7843  -2.8296  -10.0405  -0.194
C  -2.6697  -2.2558  -8.3570  -0.433
C  -1.2539  -2.2740  -7.8434  0.182
Cl  -0.6275  -3.9330  -7.6387  -0.200
H  -3.3188  -2.8803  -7.7485  0.306
H  -3.0471  -1.2348  -8.3403  0.300
H  -1.2186  -1.7997  -6.8644  -0.312
H  -0.5819  -1.7428  -8.5120  0.396
Cl  -4.5482  6.0192  1.1869  -0.189
C  -4.5680  5.8290  2.9605  0.062
C  -3.5974  6.7560  3.6471  -0.565
Cl  -1.9093  6.3150  3.2930  -0.085
H  -4.3406  4.7891  3.1846  -0.177
H  -5.5808  6.0482  3.2943  0.359
H  -3.7332  6.6840  4.7251  0.302
H  -3.7457  7.7895  3.3447  0.360
Cl  -3.0008  -0.6133  2.4662  -0.120
C  -4.5572  0.1019  1.9550  -0.189
C  -4.5066  1.6080  1.9402  -0.345
Cl  -4.3606  2.2971  3.5839  -0.292
H  -5.3273  -0.2560  2.6327  -0.146
H  -4.7619  -0.2639  0.9500  0.315
H  -5.4293  1.9955  1.5120  0.533
H  -3.6660  1.9770  1.3564  0.211
Cl  8.5986  -3.0239  -0.9818  -0.187
C  7.2940  -4.1946  -0.6470  0.321
C  6.9219  -5.0162  -1.8547  -0.523
Cl  6.1212  -4.0509  -3.1232  -0.166
H  6.4379  -3.6407  -0.2699  -0.444
H  7.6583  -4.8550  0.1381  0.421
H  6.2188  -5.7929  -1.5581  0.289
H  7.7961  -5.4850  -2.2986  0.391
Cl  -7.3886  -0.1671  3.6806  -0.191
C  -7.8710  0.4763  5.2750  -0.437
C  -6.8536  0.1520  6.3375  -0.349
Cl  -6.7958  -1.5912  6.7010  -0.185
H  -8.8487  0.0677  5.5147  0.377
H  -7.9565  1.5561  5.1678  0.275
H  -7.1195  0.6646  7.2603  0.350
H  -5.8570  0.4643  6.0357  0.183

***

Record-wise strongest force on any atom values, in eV Å⁻¹: 1.06; 1.77